Computed, not measured: a 6-piece molecular cluster, C38H48BN2O6P overall at a distorted geometry, with wB97M-V/def2-TZVPD.

## Properties
- E (eV) = -65418.0749
- net charge = 0
- structure (SMILES) = CCN[C@@H]1C(=O)O[C@@H](P(=N)(O)O)[C@@H]1B(O)OCC.c1ccccc1.c1ccccc1.c1ccccc1.c1ccccc1.c1ccccc1
- Kohn-Sham gap (eV) = 9.33

Each line ends with the Mulliken charge.
Positions of all 96 atoms, in Å:
P (2.687, 3.778, -1.669)  1.216
O (0.996, -0.143, -1.235)  -0.604
O (0.958, -0.090, 1.150)  -0.580
O (3.801, 3.221, -0.668)  -0.588
O (-0.002, 3.443, -1.948)  -0.207
O (3.312, 3.601, -3.127)  -0.556
O (-1.577, 4.553, -0.872)  -0.533
N (2.415, 5.273, -1.339)  -0.911
N (-1.433, 2.090, 0.799)  -0.267
C (3.093, -11.785, 0.154)  -0.468
C (1.141, 2.721, -1.537)  -0.278
C (1.392, -4.800, 1.887)  -0.362
C (-0.710, 2.356, -7.389)  -0.388
C (-4.223, 8.974, -3.006)  -0.384
C (-0.681, -0.579, 6.540)  -0.421
C (0.019, 3.524, -7.216)  -0.385
C (1.129, -1.563, -1.114)  -0.356
C (-0.800, 2.184, 6.280)  -0.341
C (2.033, -7.076, 1.452)  -0.179
C (0.965, 2.130, -0.146)  -0.492
C (-1.670, 2.265, 2.249)  -0.357
C (-1.406, 2.449, -5.088)  -0.406
C (0.270, 0.088, 5.780)  -0.420
C (1.394, -12.214, -1.492)  -0.396
C (-1.694, 0.135, 7.165)  -0.377
C (0.031, 4.159, -5.980)  -0.506
C (0.211, 1.469, 5.651)  -0.367
C (0.512, -11.401, -0.794)  -0.346
C (-3.323, 6.991, -1.983)  -0.007
C (-0.304, 2.881, 0.336)  0.771
C (-4.273, 7.083, -0.975)  -0.541
C (-0.681, 3.620, -4.915)  -0.261
C (-1.424, 1.820, -6.325)  -0.503
C (-1.755, 1.516, 7.033)  -0.454
C (-2.111, 3.719, 2.600)  -1.023
C (0.922, -10.775, 0.374)  -0.445
C (-5.177, 9.060, -2.001)  -0.428
C (2.213, -10.965, 0.847)  -0.229
C (2.034, -4.853, 3.116)  -0.535
C (-3.297, 7.939, -2.997)  -0.510
C (2.684, -12.407, -1.017)  -0.334
C (1.390, -5.911, 1.055)  -0.536
C (2.682, -7.126, 2.678)  -0.381
C (-5.201, 8.116, -0.984)  -0.388
C (2.530, -2.031, -0.713)  -0.848
C (2.681, -6.016, 3.511)  -0.458
C (-0.754, 3.745, -0.850)  -0.744
B (0.957, 0.537, -0.067)  0.881
H (-0.723, 1.864, -8.353)  0.364
H (-2.554, 7.870, -3.782)  0.384
H (-2.074, 4.364, 1.726)  0.188
H (-0.747, 2.013, 2.763)  0.072
H (0.887, -5.870, 0.097)  0.366
H (-3.076, 3.755, 3.094)  0.340
H (-1.995, 0.910, -6.461)  0.368
H (0.595, 5.074, -5.846)  0.432
H (3.189, -8.032, 2.985)  0.346
H (0.955, 1.990, 5.059)  0.415
H (-0.632, -1.655, 6.646)  0.379
H (1.297, 2.027, -2.366)  0.704
H (2.412, -2.898, -0.054)  0.153
H (1.440, 5.430, -1.108)  0.310
H (0.235, -10.137, 0.917)  0.398
H (-2.276, 2.401, 0.331)  0.404
H (-2.547, 2.072, 7.518)  0.378
H (3.372, -13.043, -1.560)  0.360
H (-4.289, 6.347, -0.180)  0.356
H (3.141, -1.267, -0.239)  0.286
H (-1.958, 2.027, -4.257)  0.404
H (1.076, -12.699, -2.406)  0.356
H (-0.496, -11.255, -1.162)  0.362
H (2.029, -7.944, 0.804)  0.397
H (1.739, 2.401, 0.572)  0.036
H (3.091, -2.373, -1.579)  0.350
H (3.186, -6.056, 4.468)  0.365
H (0.255, 0.249, 1.721)  0.205
H (-5.943, 8.185, -0.198)  0.354
H (0.369, -2.008, -0.478)  0.267
H (0.892, -3.890, 1.577)  0.524
H (1.058, -0.469, 5.288)  0.433
H (0.067, 3.629, 1.046)  0.157
H (2.030, -3.988, 3.767)  0.448
H (-5.902, 9.864, -2.010)  0.353
H (-2.503, 1.631, 2.537)  0.564
H (-2.438, -0.385, 7.756)  0.376
H (-0.844, 3.261, 6.181)  0.406
H (-0.671, 4.113, -3.957)  0.534
H (2.534, -10.474, 1.757)  0.386
H (0.928, -1.968, -2.104)  0.351
H (0.578, 3.941, -8.044)  0.374
H (3.803, 3.865, 0.058)  0.365
H (2.645, 3.347, -3.783)  0.349
H (-4.201, 9.713, -3.796)  0.357
H (4.098, -11.938, 0.526)  0.360
H (-1.379, 4.126, 3.300)  0.300
H (-2.606, 6.182, -1.977)  0.502